# C30H26AsNiO2S2

A structure of composition C30H26AsNiO2S2 (the ωB97M-V functional and the def2-TZVPD basis, the Open Molecules 2025 dataset).

Each line ends with the Löwdin charge.
Positions of all 62 atoms, in Å:
Ni: 1.63 0.06 -0.77  0.257
S: 0.84 -1.48 -2.17  0.647
C: -0.39 -0.70 -3.17  -0.676
C: -1.00 -1.47 -4.16  -0.121
C: -1.99 -0.94 -4.97  -0.070
C: -2.39 0.39 -4.82  -0.075
C: -1.80 1.17 -3.84  -0.091
C: -0.81 0.63 -3.02  -0.416
As: 0.01 1.65 -1.62  1.319
C: -1.09 1.24 -0.07  -0.389
C: -2.02 0.21 -0.09  -0.087
C: -2.72 -0.12 1.07  -0.073
C: -2.49 0.59 2.24  -0.073
C: -1.57 1.62 2.26  -0.086
C: -0.86 1.94 1.12  -0.126
C: -0.34 3.49 -2.04  -0.391
C: 0.53 4.15 -2.89  -0.111
C: 0.27 5.46 -3.27  -0.071
C: -0.86 6.11 -2.78  -0.067
C: -1.73 5.45 -1.93  -0.066
C: -1.47 4.13 -1.55  -0.101
H: -0.70 -2.50 -4.29  0.101
H: -2.44 -1.56 -5.73  0.110
H: -3.16 0.80 -5.46  0.107
H: -2.10 2.20 -3.71  0.103
H: -2.20 -0.35 -1.00  0.106
H: -3.44 -0.92 1.05  0.110
H: -3.05 0.34 3.14  0.109
H: -1.40 2.19 3.17  0.110
H: -0.13 2.75 1.15  0.112
H: 1.41 3.65 -3.28  0.100
H: 0.95 5.98 -3.94  0.110
H: -1.06 7.13 -3.07  0.111
H: -2.61 5.95 -1.55  0.111
H: -2.16 3.62 -0.88  0.105
O: 3.56 0.45 -1.30  -0.056
H: 4.21 -0.26 -1.21  0.096
H: 3.69 0.81 -2.19  0.094
O: 1.96 -0.44 1.08  -0.581
S: 2.59 -1.67 1.74  1.095
C: 2.11 -1.49 3.45  -0.377
C: 2.58 -2.43 4.35  -0.072
C: 2.21 -2.32 5.68  -0.059
C: 1.39 -1.27 6.09  -0.059
C: 0.93 -0.34 5.17  -0.056
C: 1.29 -0.44 3.83  -0.065
C: 1.58 -3.02 1.23  -0.410
C: 2.22 -4.14 0.72  -0.080
C: 1.45 -5.21 0.29  -0.057
C: 0.06 -5.14 0.37  -0.051
C: -0.56 -4.01 0.88  -0.051
C: 0.19 -2.94 1.32  -0.067
H: 3.22 -3.25 4.03  0.118
H: 2.57 -3.04 6.41  0.114
H: 1.11 -1.18 7.13  0.113
H: 0.30 0.47 5.49  0.111
H: 0.94 0.27 3.10  0.093
H: 3.30 -4.17 0.65  0.111
H: 1.92 -6.09 -0.12  0.114
H: -0.53 -5.98 0.03  0.114
H: -1.64 -3.97 0.93  0.114
H: -0.28 -2.04 1.71  0.113

Its multiplicity is 3. As for the expectation value of S²: 2.0079. The LUMO energy (alpha / beta) is -2.5 / -3.4 eV. For the HOMO energy (alpha / beta), the calculation gives -10.3 / -10.3 eV. As for the charge: +1.